<P>
C39H49ClFHfN6O7S3 | wB97M-V/def2-TZVPD

Values from the calculation:
E_HOMO = -10.38 eV
Frontier orbital gap = 6.6726 eV
Total charge = +1

Geometry as XYZ:
```
107
Properties=species:S:1:pos:R:3:lowdin_charge:R:1
Hf 11.92 9.99 18.82 1.7208
N 10.11 8.84 19.59 -0.0861
C 10.19 7.39 19.84 -0.2338
C 10.68 6.51 18.69 -0.0592
C 12.02 7.02 18.06 -0.5468
O 12.92 6.29 17.71 0.0977
O 12.11 8.32 17.87 -0.2403
H 9.86 9.27 20.53 -0.0238
H 9.32 9.08 18.97 0.0906
H 9.21 6.99 20.15 0.1325
H 10.84 7.29 20.72 0.0945
H 9.93 6.46 17.91 0.1000
H 10.89 5.45 18.95 0.1377
C 8.81 6.98 15.40 -0.0860
O 8.24 7.77 16.45 -0.2266
C 6.94 8.24 16.18 -0.2031
C 6.33 8.67 17.50 -0.1929
O 7.26 9.47 18.24 -0.2264
C 6.60 10.53 18.93 -0.0675
H 8.25 6.03 15.19 0.1082
H 9.82 6.76 15.69 0.0605
H 8.88 7.58 14.47 0.1006
H 6.37 7.38 15.74 0.1405
H 6.97 9.07 15.49 0.1239
H 6.12 7.79 18.10 0.1291
H 5.36 9.17 17.30 0.1329
H 5.86 10.95 18.25 0.0925
H 7.37 11.24 19.24 0.0703
H 6.14 10.22 19.87 0.0924
S 15.63 8.95 21.61 1.0971
C 14.80 10.41 22.18 -0.3057
C 13.70 10.67 21.41 -0.1731
N 13.44 9.64 20.43 -0.1613
C 14.46 8.76 20.38 -0.4276
H 15.23 10.98 22.99 0.0819
H 13.05 11.52 21.46 0.0952
H 14.50 7.93 19.70 0.0834
O 8.88 13.28 19.90 -0.2896
S 9.92 13.07 20.91 0.6482
O 11.06 13.95 20.95 -0.3043
N 10.35 11.42 20.97 -0.1488
C 9.90 10.89 22.13 -0.8244
S 10.01 9.31 22.72 0.6923
C 9.22 11.87 23.01 -0.2372
C 8.62 11.73 24.30 -0.0250
C 8.13 12.83 24.99 -0.0281
C 8.08 14.10 24.29 -0.0527
C 8.57 14.23 23.04 -0.0456
C 9.24 13.14 22.48 -0.2620
H 8.56 10.73 24.65 0.0792
H 7.80 12.85 26.03 0.1113
H 7.67 14.97 24.82 0.1186
H 8.42 15.13 22.46 0.1289
F 10.92 14.08 14.60 0.0659
C 10.78 13.32 15.70 -0.2707
C 10.01 12.17 15.66 0.0203
C 10.05 11.34 16.80 -0.1109
C 10.84 11.60 17.89 -0.3708
C 11.46 12.83 17.97 -0.1659
C 11.52 13.68 16.84 0.0121
H 9.46 11.86 14.74 0.1417
H 9.46 10.43 16.83 0.0883
H 11.90 13.24 18.91 0.0900
H 12.11 14.62 16.84 0.1305
C 16.58 14.28 17.87 -0.0475
C 17.33 14.23 16.53 -0.5067
C 17.53 15.70 16.07 -0.0486
C 18.75 13.67 16.81 -0.0472
C 16.63 13.41 15.35 -0.3514
O 17.66 13.27 14.32 -0.0470
C 15.35 14.12 14.75 -0.0847
C 14.50 13.34 13.70 -0.1345
C 14.96 13.42 12.28 -0.2287
C 15.30 14.68 11.74 -0.0510
C 15.86 14.78 10.50 -0.0995
C 16.15 13.60 9.77 -0.6685
Cl 17.18 13.70 8.38 0.6772
C 15.66 12.37 10.18 -0.0937
C 15.08 12.32 11.44 -0.0402
C 16.39 11.88 15.63 -0.0190
N 15.09 11.32 16.07 -0.0655
C 14.41 11.41 17.22 -0.1108
N 13.68 10.33 17.40 -0.0441
C 13.92 9.56 16.27 -0.1323
N 14.74 10.13 15.43 0.1539
H 17.21 14.86 18.53 0.0849
H 16.39 13.29 18.31 0.0690
H 15.64 14.82 17.75 0.0818
H 18.13 16.23 16.81 0.0927
H 16.62 16.27 15.89 0.0841
H 18.11 15.70 15.14 0.0886
H 19.27 14.33 17.50 0.0851
H 19.32 13.60 15.88 0.0882
H 18.73 12.67 17.27 0.0830
H 17.70 14.05 13.72 0.1205
H 15.57 15.13 14.34 0.1070
H 14.64 14.29 15.56 0.0987
H 13.45 13.64 13.72 0.1147
H 14.49 12.27 13.96 0.0885
H 15.15 15.60 12.33 0.1212
H 16.10 15.73 10.02 0.1101
H 15.76 11.46 9.60 0.1093
H 14.79 11.35 11.84 0.1166
H 17.21 11.52 16.27 0.1298
H 16.55 11.35 14.66 0.1439
H 14.42 12.26 17.90 0.1357
H 13.48 8.57 16.14 0.1228
```


<Q>
C39H49ClFHfN6O7S3 | wB97M-V/def2-TZVPD

Values from the calculation:
E_HOMO = -9.98 eV
Frontier orbital gap = 6.6720 eV
Total charge = +1

Geometry as XYZ:
```
107
Properties=species:S:1:pos:R:3:lowdin_charge:R:1
Hf 1.11 2.84 -2.29 1.6070
N -1.30 2.74 -2.21 -0.0313
C -1.70 3.40 -0.95 -0.2057
C -1.52 2.56 0.30 -0.0625
C -0.33 1.59 0.18 -0.5276
O -0.36 0.42 0.59 0.0051
O 0.75 2.00 -0.46 -0.2856
H -1.81 3.23 -2.94 0.1174
H -1.67 1.79 -2.28 0.0807
H -2.77 3.66 -0.96 0.1361
H -1.08 4.36 -0.88 0.1354
H -2.39 2.01 0.50 0.1046
H -1.32 3.06 1.23 0.1370
C -0.71 -0.16 -3.15 -0.0659
O 0.29 0.85 -3.33 -0.3070
C 1.50 0.20 -3.86 -0.1401
C 2.21 1.19 -4.71 -0.1267
O 2.23 2.45 -3.99 -0.3744
C 3.25 3.29 -4.60 -0.0167
H -0.29 -1.15 -2.77 0.1328
H -1.24 -0.45 -4.05 0.1099
H -1.49 0.11 -2.40 0.0751
H 1.20 -0.70 -4.41 0.1490
H 2.15 -0.03 -2.95 0.1228
H 1.70 1.44 -5.65 0.1484
H 3.26 0.87 -4.95 0.1632
H 4.30 2.83 -4.55 0.1470
H 3.20 4.19 -4.00 0.0654
H 2.94 3.45 -5.60 0.1016
S 4.85 -0.60 0.96 0.9999
C 3.15 -0.65 1.15 -0.4065
C 2.46 -0.52 -0.06 -0.2243
N 3.33 -0.49 -1.15 -0.0507
C 4.58 -0.41 -0.76 -0.4422
H 2.79 -0.93 2.16 0.0767
H 1.31 -0.50 -0.13 0.1018
H 5.39 -0.44 -1.44 0.0543
O 6.62 6.62 -2.24 -0.2673
S 6.23 5.23 -2.40 0.6672
O 6.59 4.46 -3.55 -0.2919
N 4.54 5.04 -2.26 -0.0548
C 4.28 4.37 -1.16 -0.7764
S 2.77 3.92 -0.61 0.7656
C 5.46 3.86 -0.44 -0.1947
C 5.61 3.00 0.76 -0.0130
C 6.87 2.53 1.14 -0.0767
C 8.01 3.05 0.50 -0.0491
C 7.90 3.86 -0.62 -0.0358
C 6.66 4.32 -1.00 -0.2543
H 4.67 2.71 1.28 0.0974
H 6.94 1.88 2.00 0.1011
H 9.01 2.88 0.96 0.1271
H 8.74 4.20 -1.21 0.1297
F -0.43 8.45 -4.58 0.1084
C 0.02 7.29 -4.11 -0.2856
C 0.02 6.18 -4.89 0.0137
C 0.34 4.92 -4.28 -0.1292
C 0.82 4.82 -2.99 -0.3967
C 0.90 5.97 -2.25 -0.1528
C 0.53 7.18 -2.81 0.0117
H -0.32 6.20 -5.92 0.1210
H 0.13 4.07 -4.96 0.1103
H 1.25 5.93 -1.20 0.0702
H 0.87 8.12 -2.34 0.1414
C -2.59 -2.09 5.57 -0.0597
C -3.77 -2.45 4.66 -0.5248
C -4.61 -3.42 5.52 -0.0643
C -4.67 -1.25 4.38 -0.0560
C -3.44 -3.11 3.23 -0.3846
O -4.73 -3.50 2.77 -0.0542
C -2.57 -4.44 3.59 -0.1032
C -1.90 -5.14 2.42 -0.1516
C -2.41 -6.58 2.31 -0.1877
C -1.94 -7.60 3.25 -0.0108
C -2.57 -8.84 3.23 -0.1098
C -3.52 -9.16 2.27 -0.6683
Cl -4.23 -10.76 2.19 0.6497
C -3.90 -8.27 1.28 -0.1037
C -3.37 -6.97 1.35 -0.0232
C -2.61 -2.22 2.25 -0.0110
N -3.22 -2.08 0.91 -0.0589
C -2.74 -1.45 -0.18 -0.1452
N -3.33 -1.89 -1.30 0.0578
C -4.32 -2.68 -0.87 -0.1508
N -4.24 -2.87 0.48 0.0714
H -3.06 -1.53 6.38 0.0816
H -1.80 -1.49 5.10 0.0786
H -2.14 -2.95 6.11 0.0837
H -5.27 -2.89 6.23 0.1015
H -4.14 -4.27 6.00 0.0800
H -5.30 -3.94 4.86 0.0818
H -4.83 -0.70 5.35 0.1040
H -5.66 -1.60 4.14 0.0829
H -4.29 -0.57 3.63 0.0679
H -4.78 -3.44 1.78 0.0232
H -3.30 -5.08 4.07 0.1089
H -1.80 -4.17 4.39 0.1282
H -0.82 -5.09 2.42 0.1113
H -2.33 -4.70 1.49 0.1008
H -1.10 -7.36 3.83 0.0958
H -2.33 -9.58 4.01 0.1151
H -4.64 -8.59 0.60 0.0881
H -3.58 -6.23 0.59 0.0957
H -1.62 -2.57 2.17 0.1074
H -2.59 -1.16 2.73 0.1442
H -1.86 -0.78 -0.11 0.0975
H -5.11 -3.09 -1.50 0.1202
```


The computed energies, referenced to the most stable structure and given in kcal/mol, are <P> 0.0; <Q> 61.6.


<P>
C7H10N2 | wB97M-V/def2-TZVPD

Values from the calculation:
Structure (SMILES) = Cc1cccc(CN)n1
E_HOMO = -9.24 eV
Frontier orbital gap = 10.1724 eV

Geometry as XYZ:
```
19
Properties=species:S:1:pos:R:3:nbo_charge:R:1
C -0.86 -2.05 0.06 -0.1615
C 0.51 -1.96 0.08 -0.2630
C -1.59 -0.95 -0.14 -0.2677
C 1.14 -0.79 -0.20 0.2280
C -0.89 0.28 -0.29 0.2108
C 2.62 -0.60 -0.45 -0.6338
C -1.54 1.66 -0.32 -0.2415
N -1.37 2.58 0.82 -0.8194
N 0.40 0.33 -0.39 -0.4437
H -1.31 -2.96 0.28 0.2115
H 0.99 -2.86 0.23 0.2083
H -2.65 -0.82 -0.19 0.2156
H 3.01 -0.63 -1.44 0.2250
H 2.89 0.36 -0.13 0.2272
H 3.07 -1.34 0.05 0.2050
H -2.52 1.48 -0.56 0.1819
H -0.36 2.74 0.92 0.3677
H -1.19 2.33 -1.27 0.1978
H -1.79 2.17 1.62 0.3517
```


<Q>
C7H10N2 | wB97M-V/def2-TZVPD

Values from the calculation:
E_HOMO = -8.55 eV
Frontier orbital gap = 9.3588 eV

Geometry as XYZ:
```
19
Properties=species:S:1:pos:R:3:nbo_charge:R:1
C 0.89 -1.35 2.62 -0.1791
C 2.91 -0.63 2.48 0.1470
C 0.82 -0.18 1.95 0.1280
C -1.71 -0.09 0.24 -0.4716
C -0.50 0.71 0.50 -0.1347
C -0.52 -0.19 -0.69 -0.2570
C -0.46 0.36 -2.23 -0.6066
N 2.17 -1.62 2.98 -0.4463
N 2.12 0.18 1.75 -0.5662
H 0.10 -2.08 2.77 0.2066
H 3.89 -0.54 2.52 0.1827
H -1.82 -1.02 0.88 0.2401
H -2.60 0.52 0.00 0.2310
H -0.49 1.82 0.59 0.2285
H 0.18 -1.10 -0.56 0.2409
H 0.62 0.31 -2.57 0.2061
H -0.59 1.39 -2.32 0.2119
H -1.00 -0.32 -2.83 0.2175
H 2.27 0.97 1.11 0.4211
```


<R>
C7H10N2 | wB97M-V/def2-TZVPD

Values from the calculation:
E_HOMO (spin up / spin down) = -6.52 / -6.56 eV
Frontier orbital gap (spin up / spin down) = 6.7451 / 6.7864 eV

Geometry as XYZ:
```
19
Properties=species:S:1:pos:R:3:nbo_charge:R:1
C 2.74 0.90 1.26 0.2455
C 1.05 2.47 1.78 -0.2970
C 1.59 1.26 2.00 -0.3252
C -0.14 -0.26 -1.75 -0.4319
C 0.68 -1.16 -0.96 -0.4480
C -0.38 -0.50 -0.29 0.0596
C -1.27 -1.51 1.62 -0.4472
N 3.64 0.51 0.69 -0.3117
N -1.38 -0.70 0.51 -0.3728
H 0.37 2.87 2.58 0.2071
H 1.47 3.28 1.13 0.2205
H 0.45 0.58 -2.06 0.2095
H -0.90 -0.60 -2.47 0.2096
H 0.39 -2.15 -1.28 0.2097
H 1.69 -0.91 -0.60 0.2428
H -0.37 -2.04 1.64 0.1749
H 1.29 0.48 2.72 0.2561
H -1.95 -1.58 2.37 0.1840
H -2.23 -0.17 0.55 0.4144
```


<S>
C7H10N2 | wB97M-V/def2-TZVPD

Values from the calculation:
E_HOMO = -7.37 eV
Frontier orbital gap = 7.5755 eV

Geometry as XYZ:
```
19
Properties=species:S:1:pos:R:3:nbo_charge:R:1
C -0.94 -0.65 0.92 -0.0944
C 0.01 0.41 1.62 -0.5183
C -0.65 1.53 -0.34 -0.4229
C -0.23 -0.41 -1.41 -0.3841
C -1.28 0.12 -0.40 -0.3303
C 0.62 1.01 0.35 -0.2165
C 1.02 -0.33 -0.49 -0.1250
N 1.22 -2.48 0.35 -0.2772
N 0.64 -1.40 0.26 0.0095
H -0.67 1.13 2.22 0.2279
H 0.77 0.25 2.42 0.2269
H -0.36 1.90 -1.35 0.2093
H -1.09 2.26 0.41 0.2230
H -0.66 -1.36 -1.79 0.2294
H -0.16 0.14 -2.30 0.2156
H -2.39 0.07 -0.81 0.2337
H 1.53 1.56 0.53 0.2200
H 1.99 -0.45 -1.00 0.2247
H 0.63 -3.28 0.81 0.3488
```


The computed energies, referenced to the most stable structure and given in kcal/mol, are <P> 0.0; <Q> 82.0; <R> 116.9; <S> 129.4.


<P>
C2H6O2 | wB97M-V/def2-TZVPD

Values from the calculation:
Structure (SMILES) = C=CO.O
E_HOMO = -9.33 eV
Frontier orbital gap = 9.7845 eV

Geometry as XYZ:
```
10
Properties=species:S:1:pos:R:3:nbo_charge:R:1
C 0.11 0.94 -0.52 -0.5160
C 0.24 -0.19 -1.17 0.1276
O 1.00 -1.22 -0.71 -0.7003
H -0.65 1.69 -0.75 0.2104
H 0.80 1.40 0.20 0.2172
H -0.63 -0.53 -1.83 0.1632
H 0.96 -2.10 -1.33 0.4943
H -1.30 0.51 1.94 0.4825
H -0.02 -0.53 1.79 0.4834
O -0.51 0.03 2.38 -0.9623
```


<Q>
C2H6O2 | wB97M-V/def2-TZVPD

Values from the calculation:
Structure (SMILES) = OCCO
E_HOMO = -10.31 eV
Frontier orbital gap = 11.0222 eV

Geometry as XYZ:
```
10
Properties=species:S:1:pos:R:3:nbo_charge:R:1
C -0.23 0.60 0.36 -0.0992
C 0.16 -0.62 -0.40 -0.0773
H 0.09 1.43 -0.41 0.1655
H -1.11 0.59 0.69 0.1689
H -0.17 -1.62 0.36 0.1358
H 1.30 -0.77 -0.46 0.1852
H -1.42 -0.75 -1.47 0.4634
H 1.23 1.01 1.36 0.4371
O -0.36 -0.60 -1.70 -0.6916
O 0.51 0.72 1.67 -0.6878
```


<R>
C2H6O2 | wB97M-V/def2-TZVPD

Values from the calculation:
E_HOMO = -9.98 eV
Frontier orbital gap = 10.3974 eV

Geometry as XYZ:
```
10
Properties=species:S:1:pos:R:3:nbo_charge:R:1
O -0.36 -1.44 0.06 -0.7033
C 0.48 -0.44 -0.53 -0.4655
C -0.28 1.04 0.44 0.1059
O -1.16 0.40 1.14 -0.6535
H 0.63 -1.59 -0.86 0.4797
H 1.49 -0.31 -0.14 0.2350
H 0.22 -0.07 -1.52 0.2342
H 0.60 1.44 0.97 0.1483
H -0.63 1.69 -0.37 0.1490
H -1.00 -0.72 0.79 0.4702
```


<S>
C2H6O2 | wB97M-V/def2-TZVPD

Values from the calculation:
Structure (SMILES) = C=O.CO
E_HOMO = -10.22 eV
Frontier orbital gap = 11.0242 eV

Geometry as XYZ:
```
10
Properties=species:S:1:pos:R:3:nbo_charge:R:1
C -0.76 -2.39 0.42 -0.2406
O -1.74 -1.81 -0.45 -0.7419
H -0.17 -1.59 0.86 0.1652
H -1.25 -2.93 1.23 0.1624
H -0.19 -3.05 -0.22 0.1854
H -2.08 -0.96 -0.19 0.4694
O 0.96 2.46 -1.13 -0.4923
C 1.55 3.20 -0.38 0.2650
H 2.57 3.51 -0.69 0.1113
H 1.12 3.55 0.56 0.1163
```


The computed energies, referenced to the most stable structure and given in kcal/mol, are <P> 2.8; <Q> 34.9; <R> 77.1; <S> 0.0.


<P>
C2H6O2 | wB97M-V/def2-TZVPD

Values from the calculation:
E_HOMO = -7.74 eV
Frontier orbital gap = 8.2192 eV

Geometry as XYZ:
```
10
Properties=species:S:1:pos:R:3:nbo_charge:R:1
O 0.96 -1.77 0.33 -0.7020
C 0.37 -0.55 0.61 0.2248
C -1.06 1.37 -0.10 -0.5437
O 0.01 0.12 -0.62 -0.5716
H 1.84 -1.61 -0.03 0.4776
H -0.54 -0.71 1.19 0.1950
H 1.02 0.17 1.12 0.1696
H -1.71 1.31 -1.00 0.1155
H -0.37 2.19 -0.35 0.1257
H -0.51 -0.51 -1.14 0.5090
```


<Q>
C2H6O2 | wB97M-V/def2-TZVPD

Values from the calculation:
E_HOMO = -9.16 eV
Frontier orbital gap = 7.7081 eV

Geometry as XYZ:
```
10
Properties=species:S:1:pos:R:3:nbo_charge:R:1
C -0.16 -1.30 0.36 -0.3778
C -0.41 -0.44 -0.77 0.0433
O -0.67 0.92 -0.83 -0.5671
H -0.98 -1.19 0.97 0.2419
H 0.42 -2.12 0.68 0.2551
H -0.82 -0.78 -1.74 0.2301
H 0.63 -0.35 -0.28 0.3691
H 1.02 2.42 0.97 0.4637
H -0.03 1.33 0.05 0.4635
O 0.99 1.50 0.59 -1.1218
```


The computed energies, referenced to the most stable structure and given in kcal/mol, are <P> 0.0; <Q> 50.3.